(1)
The following is a quantum chemistry calculation of the molecule C7H10O2 in a non-equilibrium geometry, from the Open Molecules 2025 dataset.

The geometry in XYZ format:
```
19
Properties=species:S:1:pos:R:3:forces:R:3
C -1.0442 0.7571 -1.1649 -0.9 0.2 -4.5
C -1.5523 0.2791 -0.1176 -0.6 -1.5 3.4
C 1.1473 -0.0872 -0.9450 -0.3 -2.0 -1.0
C 1.8398 -1.0635 -1.5976 0.7 0.5 -0.7
C 1.1742 -0.0847 0.4926 -1.5 0.6 0.8
C -2.8934 0.0165 0.4560 0.1 0.1 -0.4
C 1.4526 1.0455 1.4857 -0.6 -1.3 0.1
O 0.2180 0.6453 -1.6313 2.0 1.1 -0.5
O 1.2065 -1.2873 1.1343 0.3 -0.7 0.0
H -1.6462 0.9758 -2.1247 0.4 0.2 1.6
H 1.9438 -1.3367 -2.7017 -0.8 0.8 1.7
H 2.5766 -1.5175 -0.9457 0.2 -0.3 -0.3
H -3.0801 -0.9880 0.8937 0.5 0.6 -0.4
H -3.5929 0.1670 -0.3750 -0.3 -0.1 0.1
H -3.1333 0.7543 1.2059 -0.1 0.2 0.4
H 0.9839 2.0172 1.2912 0.3 -0.3 -0.4
H 2.5426 1.1226 1.6525 -0.4 0.2 0.0
H 0.9597 0.6417 2.3944 0.6 0.5 -0.2
H 0.8974 -2.0573 0.5971 0.3 1.3 0.1
```
Positions in Å, forces in eV/Å.

Summary:
**Relative energy (zero: lowest compared OMol25 entry of this formula, charge and spin)**: 531.6 kJ/mol
**Charge**: 0
**Molar mass**: 126.2 g mol⁻¹
**HOMO level (spin up / spin down)**: -6.99 / -8.24 eV
**Total energy**: -422.997445 a.u.
**Kohn-Sham gap (spin up / spin down)**: 6.86 / 8.70 eV
**Spin multiplicity**: 1

Atom charges from the Mulliken analysis, given in e for atoms 1 to 8:
1 C 0.07
2 C 0.01
3 C 0.74
4 C -1.00
5 C 0.31
6 C -1.09
7 C -1.21
8 O -0.36



(2)
The following is a quantum chemistry calculation of a structure of composition C4H5F2KLiO2 in a non-equilibrium geometry, from the Open Molecules 2025 dataset.

The geometry in XYZ format:
```
15
Properties=species:S:1:pos:R:3:forces:R:3
O -0.7665 0.4686 -0.0929 -0.7 1.5 0.9
C -0.8037 -0.7380 -0.7817 0.6 0.4 -0.2
C 0.5147 -0.9823 -1.5144 -0.8 -0.2 -0.5
H -1.5140 -0.6472 -1.6371 -0.2 -0.8 0.6
H -0.9307 -1.5677 -0.0354 -0.6 0.0 -0.8
F 0.1655 -2.2019 -2.2515 0.7 0.5 0.1
C 2.6534 -0.9532 -0.5087 -0.4 0.0 -0.4
C 3.5538 -1.6620 0.4092 0.3 0.0 0.2
O 1.4053 -1.4458 -0.4723 0.6 -0.5 0.5
H 3.0391 -0.8066 -1.5264 -0.1 0.0 0.2
F 2.5669 0.4729 -0.0125 0.0 0.1 -0.1
H 4.4731 -2.1058 0.0313 -0.3 0.1 0.2
H 3.3060 -1.7016 1.4698 0.1 -0.1 -0.4
Li 0.8355 1.1021 -0.7569 -0.2 -0.7 0.1
K -3.4892 1.2190 1.0754 1.1 -0.4 -0.5
```
Positions in Å, forces in eV/Å.

Summary:
**Relative energy (zero: lowest compared OMol25 entry of this formula, charge and spin)**: 0.0 kJ/mol
**Charge**: 0
**Molar mass**: 169.1 g mol⁻¹
**HOMO level (spin up / spin down)**: -5.59 / -5.58 eV
**Expectation value of S²**: 0.7537
**Total energy**: -1112.968243 a.u.
**Kohn-Sham gap (spin up / spin down)**: 4.16 / 4.15 eV
**Spin multiplicity**: 2

Atom charges from the Mulliken analysis, given in e for atoms 1 to 8:
1 O -0.97
2 C -0.08
3 C -0.73
4 H 0.23
5 H 0.21
6 F -0.32
7 C 0.71
8 C -0.98



(3)
The following is a quantum chemistry calculation of a structure of composition C33H24Cl5CuN4O2 in a non-equilibrium geometry, from the Open Molecules 2025 dataset.

The geometry in XYZ format:
```
69
Properties=species:S:1:pos:R:3:forces:R:3
Cu 1.4318 -0.3335 0.1704 0.7 0.9 -0.4
C 0.4691 3.9660 4.0886 0.1 0.2 0.0
C 0.1118 3.9064 2.7512 -0.1 0.1 0.0
C 0.0597 2.6966 2.0909 -0.1 -0.3 0.0
C 0.3278 1.5044 2.7715 -0.2 0.6 0.6
C 0.6745 1.5761 4.1288 0.0 -0.1 -0.2
C 0.7693 2.7960 4.7646 0.0 0.0 0.2
N 0.3561 0.3069 2.1090 0.1 -1.0 -0.2
C -0.2126 -0.7791 2.5815 0.5 1.0 -0.7
C -1.2104 -0.8182 3.5944 -0.7 -0.3 0.7
C -1.7728 -1.9987 3.9699 0.1 1.0 0.1
C -1.3530 -3.2266 3.4168 0.6 -0.8 -0.6
C -0.3772 -3.2477 2.4668 -0.5 -0.4 0.4
C 0.1892 -2.0401 2.0141 0.8 -0.1 -0.2
N 1.1906 -1.9584 1.1473 0.2 -1.2 0.1
N 1.8658 -3.0188 0.7769 -1.6 -0.7 1.4
C 2.9884 -2.7483 0.1099 1.0 0.8 -1.0
C 3.9813 -3.7450 -0.0226 -0.4 0.1 0.0
C 5.1758 -3.4257 -0.6082 0.0 0.4 -0.1
C 5.3743 -2.1225 -1.0779 0.1 -0.2 -0.1
C 4.3447 -1.2102 -0.9524 0.3 0.1 -0.2
N 3.1810 -1.5051 -0.3976 -0.4 -0.4 0.6
H 0.5271 4.9198 4.5899 0.0 0.1 0.1
H -0.1330 4.8170 2.2228 0.0 0.1 -0.1
H -0.1938 2.6381 1.0434 0.0 0.0 -0.2
H 0.9031 0.6559 4.6536 0.1 0.0 0.0
H 1.0910 2.8349 5.7965 0.0 0.0 0.1
H -1.5363 0.1156 4.0275 -0.1 0.0 0.0
H -2.5711 -2.0059 4.6999 0.0 0.1 0.1
H -1.8071 -4.1488 3.7541 0.0 0.0 0.0
H -0.0318 -4.1579 2.0025 0.0 -0.1 0.0
H 3.7785 -4.7247 0.3735 -0.1 -0.1 0.1
H 5.9621 -4.1657 -0.6861 0.0 0.0 0.0
H 6.3068 -1.8436 -1.5414 0.1 0.1 0.0
H 4.4472 -0.1941 -1.3143 0.0 0.0 0.0
Cl 1.1360 0.2980 -3.1167 0.0 -0.3 -0.4
C 2.0047 1.4400 -2.1683 0.2 0.2 0.3
C 2.1864 1.2106 -0.8053 -0.1 0.5 0.0
C 2.9747 2.1351 -0.1302 -0.1 0.0 -0.5
Cl 3.2943 1.8948 1.5459 0.2 -0.2 0.4
C 3.5443 3.2421 -0.7535 0.0 -0.1 -0.1
Cl 4.5487 4.3271 0.1228 0.1 0.2 0.1
C 3.3194 3.4513 -2.1087 0.0 -0.1 0.1
Cl 4.0262 4.8006 -2.9040 0.1 0.2 -0.1
C 2.5413 2.5483 -2.8244 0.0 -0.1 0.1
Cl 2.2847 2.7995 -4.5081 0.0 0.0 -0.2
C -5.6825 -0.0744 -4.4223 0.1 0.0 0.0
C -4.5777 -0.1718 -3.4100 -0.1 0.0 0.0
C -4.4560 0.7562 -2.3867 0.0 -0.1 -0.1
C -3.4383 0.6631 -1.4438 0.0 0.0 -0.1
C -3.3214 1.6646 -0.3337 0.1 -0.1 0.0
C -2.5290 -0.3831 -1.5431 0.1 -0.2 0.2
C -2.6183 -1.3108 -2.5787 -0.1 0.1 -0.1
C -1.6068 -2.4123 -2.6675 0.0 -0.1 0.0
C -3.6478 -1.1973 -3.4983 0.1 0.1 0.0
C -1.4739 -0.6575 -0.4746 -0.7 0.4 -0.8
O -1.8223 -1.3779 0.4508 -0.2 -0.3 0.5
O -0.3465 -0.1394 -0.7194 0.1 0.0 0.1
H -6.4927 0.5505 -4.0549 -0.1 0.0 0.0
H -6.0737 -1.0638 -4.6525 -0.1 0.0 -0.1
H -5.3121 0.3629 -5.3502 0.0 0.0 -0.1
H -5.1751 1.5629 -2.3151 -0.1 0.1 0.0
H -4.1375 2.3858 -0.3648 0.0 0.0 0.0
H -2.3740 2.1979 -0.4047 0.1 0.1 0.0
H -3.3237 1.1562 0.6293 0.0 0.0 0.1
H -1.5926 -2.9705 -1.7321 0.1 -0.1 0.0
H -0.6110 -1.9897 -2.8048 0.1 -0.1 0.0
H -1.8260 -3.0927 -3.4894 0.0 0.0 0.0
H -3.7294 -1.9214 -4.2985 0.0 -0.1 -0.1
```
Positions in Å, forces in eV/Å.

Summary:
**Relative energy (zero: lowest compared OMol25 entry of this formula, charge and spin)**: 77.5 kJ/mol
**Charge**: -1
**Molar mass**: 749.4 g mol⁻¹
**HOMO level (spin up / spin down)**: -4.28 / -4.28 eV
**Expectation value of S²**: 0.7603
**Total energy**: -5582.953030 a.u.
**Kohn-Sham gap (spin up / spin down)**: 5.61 / 5.63 eV
**Spin multiplicity**: 2

Atom charges from the Mulliken analysis, given in e for atoms 1 to 8:
1 Cu -1.73
2 C -0.47
3 C -0.88
4 C 0.26
5 C -1.01
6 C 0.16
7 C -0.80
8 N 0.43



(4)
The following is a quantum chemistry calculation of a cluster of 2 separate species, C5H9BrN in total in a non-equilibrium geometry, from the Open Molecules 2025 dataset.

The geometry in XYZ format:
```
16
Properties=species:S:1:pos:R:3:forces:R:3
C -0.4130 -1.2851 -0.0144 -1.6 -2.9 0.3
C 0.2922 0.5676 1.1557 1.1 -0.4 1.9
C 1.0731 0.4095 -0.7488 3.7 -1.2 -2.6
C 0.8727 -0.6803 0.3838 2.8 0.8 0.0
C -1.1845 -0.0632 -0.4369 -3.1 3.1 2.6
N -0.1008 1.0484 -0.2196 -1.3 -0.6 0.9
Br -1.9685 0.0788 -2.1229 0.0 -0.2 -0.2
H -0.4715 -2.0685 -0.8014 0.6 0.7 0.2
H -0.8042 -1.8474 0.8794 -0.2 0.9 -0.8
H -0.5388 0.3984 1.8936 0.7 0.4 -1.0
H 1.1076 1.1347 1.6002 -0.2 0.4 -0.2
H 2.0518 1.0529 -0.7831 -2.0 -1.1 0.8
H 0.9488 0.0610 -1.8204 0.0 0.3 1.2
H 1.7814 -1.3580 0.7452 -2.3 1.7 -0.7
H -2.3749 0.5334 0.7975 2.6 -1.6 -2.9
H -0.2715 2.0177 -0.5081 -0.6 -0.3 0.4
```
Positions in Å, forces in eV/Å.

Summary:
**Relative energy (zero: lowest compared OMol25 entry of this formula, charge and spin)**: 319.8 kJ/mol
**Charge**: +1
**Molar mass**: 163.0 g mol⁻¹
**HOMO level**: -14.24 eV
**Total energy**: -2824.258938 a.u.
**Kohn-Sham gap**: 9.72 eV
**Spin multiplicity**: 1

Atom charges from the Mulliken analysis, given in e for atoms 1 to 8:
1 C -0.48
2 C -0.47
3 C -0.53
4 C -0.06
5 C -0.32
6 N -0.08
7 Br 0.04
8 H 0.38



(5)
The following is a quantum chemistry calculation of the ion CH6N3O2 with charge +1 in a non-equilibrium geometry, from the Open Molecules 2025 dataset.

The geometry in XYZ format:
```
12
Properties=species:S:1:pos:R:3:forces:R:3
C 0.5036 0.4078 0.8000 1.1 2.3 2.5
N 0.6154 -0.7238 -0.0167 -1.0 -0.2 -0.1
N -0.9555 0.8903 0.9976 8.1 -3.3 -3.3
N 0.1402 -0.6348 -1.4267 2.9 -0.7 -0.6
O -1.7403 0.4541 0.2158 -5.6 -2.5 -4.7
O -1.2005 1.5303 1.9648 -2.1 4.9 7.4
H 1.0425 1.3331 0.4774 -0.1 -0.9 -0.1
H 0.9868 0.1006 1.8218 -1.0 0.5 -1.8
H 0.0657 -1.4242 0.4421 -0.4 -0.9 -0.1
H -0.1427 0.3401 -1.7368 -0.7 -1.5 0.6
H -0.4438 -1.5137 -1.7082 0.7 2.4 0.5
H 1.1287 -0.7598 -1.8312 -2.0 0.0 -0.3
```
Positions in Å, forces in eV/Å.

Summary:
**Relative energy (zero: lowest compared OMol25 entry of this formula, charge and spin)**: 146.4 kJ/mol
**Charge**: +1
**Molar mass**: 92.1 g mol⁻¹
**HOMO level (spin up / spin down)**: -11.57 / -15.29 eV
**Expectation value of S²**: 2.0072
**Total energy**: -355.867704 a.u.
**Kohn-Sham gap (spin up / spin down)**: 7.27 / 7.67 eV
**Spin multiplicity**: 3

Atom charges from the Mulliken analysis, given in e for atoms 1 to 8:
1 C -0.62
2 N -0.31
3 N 0.86
4 N -0.24
5 O -0.60
6 O -0.33
7 H 0.37
8 H 0.37



(6)
The following is a quantum chemistry calculation of a structure of composition C31H38BrN2O8PSTeTi, from the Open Molecules 2025 dataset.

The geometry in XYZ format:
```
84
Properties=species:S:1:pos:R:3:forces:R:3
Ti -0.9149 -2.0745 0.8126 -0.6 0.1 0.3
C -1.3688 -4.3920 0.8458 0.1 0.0 -0.3
C -1.9589 -3.8818 2.0122 -0.1 0.1 0.1
C -2.9894 -3.0028 1.6314 0.0 0.1 -0.1
C -3.0317 -2.9582 0.2227 0.0 0.1 0.2
C -2.0225 -3.8156 -0.2675 0.2 -0.1 0.1
H -0.5178 -5.0518 0.7959 0.0 0.0 -0.1
H -1.6506 -4.0755 3.0264 0.0 0.0 0.0
H -3.5972 -2.4192 2.3029 0.0 0.0 0.0
H -3.6973 -2.3455 -0.3597 0.0 0.0 0.0
H -1.7376 -3.9924 -1.2902 0.0 0.0 0.0
Br 1.1616 0.2227 1.0188 0.2 -0.1 0.1
C 0.0408 1.2632 -0.0889 0.0 0.1 0.0
C 0.2761 2.6090 -0.0635 0.0 0.0 0.0
C -0.4240 3.4553 -0.9376 0.0 0.0 0.0
C -1.2857 2.9034 -1.8376 0.0 0.0 0.0
C -1.5222 1.5093 -1.8727 0.0 0.0 0.0
C -2.3668 0.9871 -2.8817 0.0 0.0 0.0
C -2.5465 -0.3503 -2.9797 0.0 0.0 0.0
C -1.9936 -1.2079 -2.0013 0.0 0.0 0.0
C -1.2384 -0.7839 -0.9335 0.1 0.1 0.0
C -0.9004 0.6276 -0.9369 -0.2 0.0 -0.1
H 1.0133 3.0118 0.6178 0.0 0.0 0.0
H -0.2487 4.5229 -0.9127 0.0 0.0 0.0
H -1.8017 3.5241 -2.5601 0.0 0.0 0.0
H -2.8130 1.6724 -3.5917 0.0 0.0 0.0
H -3.1352 -0.7743 -3.7833 0.0 0.0 0.0
H -2.2377 -2.2537 -2.1157 0.0 0.0 0.0
C 4.9529 4.4029 -2.7791 0.0 0.0 0.0
C 4.1403 3.2157 -3.2167 0.0 0.0 0.0
C 2.9029 2.9492 -2.6379 0.0 0.0 0.0
C 2.1336 1.8758 -3.0572 0.0 0.0 0.0
C 2.6127 1.0553 -4.0683 0.0 0.0 0.0
C 3.8440 1.2989 -4.6607 0.0 0.0 0.0
C 4.5988 2.3777 -4.2319 0.0 0.0 0.0
S 1.6559 -0.3470 -4.5596 0.0 0.1 0.0
O 0.3116 -0.0842 -4.1483 0.0 0.0 0.0
O 1.9867 -0.6793 -5.9145 0.0 0.0 0.0
N 2.2108 -1.6008 -3.6569 0.0 0.0 0.0
C 2.3778 -1.4053 -2.2179 0.0 0.0 0.0
C 2.5381 -2.7590 -1.5161 0.0 0.0 0.0
C 1.1920 -3.3112 -1.0795 0.1 0.1 0.0
O 0.6270 -4.2110 -1.6502 0.0 0.0 0.0
O 0.7377 -2.6814 -0.0041 0.2 -0.1 -0.1
H 4.7858 4.6296 -1.7265 0.0 0.0 0.0
H 4.6767 5.2885 -3.3554 0.0 0.0 0.0
H 6.0182 4.2313 -2.9295 0.0 0.0 0.0
H 2.5310 3.5910 -1.8477 0.0 0.0 0.0
H 1.1661 1.6778 -2.6137 0.0 0.0 0.0
H 4.1916 0.6567 -5.4597 0.0 0.0 0.0
H 5.5579 2.5771 -4.6950 0.0 0.0 0.0
H 2.9931 -2.0483 -4.1179 0.0 0.0 0.0
H 1.4884 -0.8965 -1.8424 0.0 0.0 0.0
H 3.2398 -0.7642 -2.0065 0.0 0.0 0.0
H 3.1612 -2.6127 -0.6309 0.0 0.0 0.0
H 3.0281 -3.4779 -2.1717 0.0 0.0 0.0
C 1.3968 -2.5185 4.6322 0.1 0.0 0.0
C 1.2209 -2.5490 3.1451 0.1 0.1 0.2
N 2.2506 -2.8906 2.3729 0.0 0.0 -0.1
O 0.1318 -2.2222 2.6575 -0.1 -0.1 -0.1
H 2.3335 -2.9718 4.9522 0.0 0.0 0.0
H 0.5512 -3.0151 5.1028 0.0 0.0 0.0
H 1.3562 -1.4767 4.9524 0.0 0.0 0.0
H 3.1471 -3.1210 2.7592 0.0 0.0 0.0
H 2.0929 -2.8575 1.3696 0.0 0.0 0.0
C -6.0145 0.7176 3.3198 0.0 0.0 0.0
C -4.6600 1.3803 3.2449 0.0 0.0 0.0
O -3.7870 0.5538 2.4587 0.0 0.0 0.0
P -2.2840 0.2692 2.9132 0.1 0.0 0.0
O -1.7570 -0.5642 1.7580 0.2 -0.2 -0.1
Te -2.1751 -0.6120 5.0857 0.0 0.0 0.0
O -1.5195 1.6613 2.7419 -0.1 0.0 0.0
C -1.2239 2.5919 3.7943 0.0 0.0 0.0
C 0.2614 2.5857 4.0724 0.0 0.0 0.0
H -6.7138 1.3536 3.8642 0.0 0.0 0.0
H -5.9349 -0.2368 3.8401 0.0 0.0 0.0
H -6.4101 0.5415 2.3194 0.0 0.0 0.0
H -4.2433 1.5102 4.2475 0.0 0.0 0.0
H -4.7145 2.3550 2.7561 0.0 0.0 0.0
H -1.7859 2.3262 4.6918 0.0 0.0 0.0
H -1.5619 3.5661 3.4388 0.0 0.0 0.0
H 0.5631 1.6056 4.4436 0.0 0.0 0.0
H 0.5066 3.3356 4.8264 0.0 0.0 0.0
H 0.8214 2.8037 3.1627 0.0 0.0 0.0
```
Positions in Å, forces in eV/Å.

Summary:
**Relative energy (zero: lowest compared OMol25 entry of this formula, charge and spin)**: 19.7 kJ/mol
**Charge**: 0
**Molar mass**: 885.1 g mol⁻¹
**HOMO level**: -7.37 eV
**Total energy**: -6346.788575 a.u.
**Kohn-Sham gap**: 7.11 eV
**Spin multiplicity**: 1

Atom charges from the Mulliken analysis, given in e for atoms 1 to 8:
1 Ti -1.61
2 C -0.52
3 C -0.54
4 C -0.56
5 C -0.38
6 C -0.52
7 H 0.54
8 H 0.43